1.
The following is a DFT calculation (the ωB97M-V functional and the def2-TZVPD basis) of C26H25IOPS3Sb2Se4W as an isolated structure.

Last column: Mulliken charge in e.
Positions of all 64 atoms, in Å:
1 W 0.448 0.307 3.105  -0.02
2 S 2.285 3.511 5.501  -0.56
3 Sb 2.959 1.496 4.845  0.51
4 S 2.341 1.214 2.343  -0.25
5 S 1.000 -0.158 5.201  -0.29
6 I 3.073 -1.164 -0.302  0.24
7 C 1.997 -2.200 -1.764  -0.71
8 C 2.425 -3.475 -2.008  -0.37
9 C 1.960 -4.194 -3.126  -0.89
10 C 1.149 -3.573 -4.023  -0.79
11 C 0.694 -2.251 -3.800  0.85
12 C -0.075 -1.608 -4.800  -0.78
13 C -0.516 -0.333 -4.623  -1.14
14 C -0.314 0.294 -3.381  -0.20
15 C 0.385 -0.296 -2.358  0.53
16 P 0.091 0.429 -0.668  1.40
17 C -1.717 0.719 -0.827  0.61
18 C -2.339 1.934 -1.097  -0.14
19 C -3.725 2.023 -1.128  -0.70
20 C -4.507 0.901 -0.902  -0.60
21 C -3.896 -0.321 -0.650  -0.65
22 C -2.515 -0.404 -0.606  -0.83
23 C 0.848 2.082 -0.813  0.34
24 C 0.495 3.066 0.113  -0.16
25 C 1.160 4.281 0.147  -0.63
26 C 2.202 4.525 -0.737  -0.64
27 C 2.569 3.551 -1.653  -0.62
28 C 1.898 2.336 -1.691  -0.69
29 C 1.024 -1.560 -2.597  0.40
30 H 3.172 -3.921 -1.365  0.48
31 H 2.303 -5.206 -3.292  0.39
32 H 0.843 -4.075 -4.933  0.38
33 H -0.288 -2.150 -5.713  0.38
34 H -1.075 0.175 -5.398  0.42
35 H -0.789 1.254 -3.208  0.43
36 H -1.746 2.819 -1.285  0.43
37 H -4.195 2.978 -1.331  0.44
38 H -5.586 0.976 -0.926  0.40
39 H -4.497 -1.205 -0.479  0.44
40 H -2.040 -1.359 -0.399  0.32
41 H -0.294 2.877 0.832  0.26
42 H 0.882 5.029 0.878  0.29
43 H 2.730 5.469 -0.702  0.42
44 H 3.384 3.733 -2.343  0.42
45 H 2.196 1.583 -2.410  0.33
46 Se 1.612 7.173 3.150  -0.44
47 Sb 0.331 5.769 4.548  0.91
48 Se -0.590 2.538 3.664  -0.14
49 Se -1.929 0.830 2.790  -0.36
50 Se -0.672 6.464 6.556  -0.44
51 C -1.755 -2.656 2.588  -1.57
52 C -0.247 -2.728 2.417  1.93
53 C 0.411 -3.484 3.557  -1.91
54 C 0.136 -3.305 1.063  -1.44
55 O 0.291 -1.386 2.458  0.70
56 H -2.167 -3.666 2.581  0.45
57 H -2.213 -2.091 1.774  0.18
58 H -2.018 -2.182 3.535  0.42
59 H 0.134 -4.537 3.496  0.42
60 H 0.089 -3.099 4.526  0.42
61 H 1.496 -3.405 3.490  0.36
62 H -0.325 -4.285 0.936  0.47
63 H 1.218 -3.410 0.983  0.36
64 H -0.201 -2.649 0.260  0.22

The value obtained for the energy above the lowest of the compared OMol25 structures with the same formula, charge and spin is 8.1 kcal per mole. The calculation puts the HOMO energy (alpha / beta) at -7.67 / -7.80 eV. The value obtained for the lowest unoccupied orbital energy (alpha / beta) is -1.75 / -2.29 eV. The multiplicity is 2. The expectation value of S² is 0.7672. The value obtained for the largest force on an atom is 0.7 eV Å⁻¹. Its HOMO-LUMO gap (alpha / beta) is 0.218 / 0.203 Ha.

=====

2.
The following is a DFT calculation (the ωB97M-V functional and the def2-TZVPD basis) of C26H25N2O as an isolated structure at a distorted geometry.

Last column: Mulliken charge in e.
Positions of all 54 atoms, in Å:
1 C 4.832 -1.627 -2.289  -0.41
2 C 4.775 -0.236 -2.454  -0.57
3 C 3.558 0.430 -2.329  -0.60
4 C 2.401 -0.275 -1.959  0.04
5 C 1.156 0.520 -1.737  0.83
6 C 0.156 0.031 -0.771  -0.92
7 N -1.187 0.302 -1.245  0.77
8 C -1.536 1.612 -1.295  0.16
9 C -2.798 2.011 -1.697  -1.12
10 C -3.759 1.055 -1.975  -0.38
11 C -3.442 -0.308 -1.886  0.66
12 C -2.113 -0.699 -1.520  0.99
13 C -1.762 -2.057 -1.497  -0.27
14 C -2.713 -3.037 -1.785  -0.93
15 C -4.029 -2.669 -2.116  -0.56
16 C -4.389 -1.331 -2.169  -0.93
17 O 1.013 1.605 -2.313  -0.75
18 C 2.454 -1.672 -1.817  0.00
19 C 3.665 -2.343 -1.999  -0.75
20 H 5.784 -2.150 -2.390  0.39
21 H 5.676 0.334 -2.681  0.40
22 H 3.490 1.509 -2.480  0.47
23 H 0.306 -0.994 -0.450  0.80
24 H -0.744 2.309 -1.042  0.51
25 H -2.978 3.078 -1.773  0.40
26 H -4.764 1.346 -2.269  0.44
27 H -0.742 -2.360 -1.263  0.37
28 H -2.430 -4.089 -1.758  0.42
29 H -4.765 -3.443 -2.339  0.40
30 H -5.408 -1.042 -2.437  0.39
31 H 1.545 -2.220 -1.564  0.37
32 H 3.694 -3.430 -1.907  0.40
33 C 2.746 1.733 0.843  -1.20
34 N 1.721 1.274 1.790  0.20
35 C 2.170 1.266 3.189  -1.09
36 C 0.507 0.928 1.439  -0.05
37 C -0.537 0.713 2.402  0.23
38 C -0.760 1.626 3.477  -0.34
39 C -1.674 1.333 4.478  -0.73
40 C -2.446 0.162 4.410  -0.46
41 C -2.299 -0.707 3.321  -0.74
42 C -1.362 -0.444 2.326  -0.15
43 H 3.457 2.343 1.409  0.59
44 H 3.302 0.889 0.413  0.36
45 H 2.312 2.332 0.035  0.36
46 H 3.262 1.270 3.157  0.53
47 H 1.834 2.172 3.710  0.32
48 H 1.814 0.379 3.727  0.35
49 H 0.275 0.819 0.286  -0.30
50 H -0.192 2.558 3.509  0.56
51 H -1.787 2.017 5.322  0.39
52 H -3.158 -0.068 5.203  0.40
53 H -2.918 -1.604 3.252  0.42
54 H -1.211 -1.151 1.507  0.35

The value obtained for the energy above the lowest of the compared OMol25 structures with the same formula, charge and spin is 67.6 kcal per mole. As for the charge: +1. The calculation puts the HOMO energy at -10.15 eV. The value obtained for the lowest unoccupied orbital energy is -3.59 eV. The multiplicity is 1. The value obtained for the largest force on an atom is 4.9 eV Å⁻¹. Its HOMO-LUMO gap is 0.241 Ha.

=====

3.
The following is a DFT calculation (the ωB97M-V functional and the def2-TZVPD basis) of C26H25N3O2SbV as an isolated structure at a distorted geometry.

Last column: Mulliken charge in e.
Positions of all 58 atoms, in Å:
1 V -0.401 -0.296 -0.038  0.26
2 C -0.118 2.272 -2.308  -1.29
3 C -0.341 0.956 -2.923  0.98
4 C -0.350 0.912 -4.336  -0.87
5 C -0.512 -0.313 -4.956  -0.40
6 C -0.604 -1.475 -4.160  -0.67
7 C -0.569 -1.366 -2.787  0.13
8 N -0.428 -0.154 -2.171  0.57
9 Sb -0.936 -3.159 -1.510  0.88
10 C -2.594 -2.171 -0.363  0.23
11 C -3.726 -2.943 -0.178  -0.79
12 C -4.853 -2.436 0.483  -0.61
13 C -4.753 -1.148 0.926  -0.71
14 C -3.590 -0.410 0.720  0.95
15 C -3.481 1.013 1.272  -1.35
16 N -2.497 -0.915 0.138  0.39
17 C 0.515 -2.904 0.170  0.73
18 C 1.554 -3.751 0.289  -0.72
19 C 2.322 -3.641 1.428  -0.39
20 C 1.987 -2.739 2.415  -0.82
21 C 0.951 -1.850 2.220  0.69
22 C 0.677 -0.616 3.004  -1.27
23 N 0.199 -1.970 1.078  -0.01
24 H -0.256 3.111 -3.031  0.48
25 H -0.828 2.455 -1.532  0.21
26 H 0.838 2.453 -1.826  0.16
27 H -0.357 1.880 -4.875  0.42
28 H -0.543 -0.370 -6.052  0.42
29 H -0.762 -2.513 -4.530  0.40
30 H -3.786 -3.898 -0.685  0.43
31 H -5.787 -2.963 0.633  0.45
32 H -5.530 -0.548 1.375  0.49
33 H -4.293 1.707 1.053  0.50
34 H -3.413 0.942 2.359  0.32
35 H -2.605 1.520 0.969  -0.04
36 H 1.778 -4.453 -0.531  0.43
37 H 3.192 -4.301 1.510  0.45
38 H 2.563 -2.610 3.307  0.52
39 H 1.442 0.154 2.648  0.10
40 H -0.268 -0.196 2.812  0.22
41 H 0.812 -0.799 4.062  0.60
42 C 3.944 0.379 -0.377  -1.81
43 C 2.484 0.709 -0.055  0.45
44 O 1.643 -0.157 -0.321  -0.09
45 C 2.115 1.904 0.700  0.97
46 C 3.099 2.849 1.024  -0.61
47 C 2.799 3.977 1.806  -0.97
48 C 1.453 4.169 2.094  -0.49
49 C 0.410 3.388 1.641  -0.97
50 C 0.744 2.175 1.023  0.13
51 O -0.303 1.320 0.795  0.05
52 H 3.893 -0.459 -1.105  0.39
53 H 4.383 0.041 0.549  0.36
54 H 4.529 1.188 -0.826  0.51
55 H 4.110 2.688 0.594  0.27
56 H 3.557 4.743 1.894  0.41
57 H 1.134 5.027 2.629  0.49
58 H -0.640 3.591 1.859  0.47

The value obtained for the energy above the lowest of the compared OMol25 structures with the same formula, charge and spin is 8.7 kcal per mole. As for the charge: +2. The calculation puts the HOMO energy (alpha / beta) at -14.38 / -14.42 eV. The value obtained for the lowest unoccupied orbital energy (alpha / beta) is -6.52 / -6.40 eV. The multiplicity is 3. The expectation value of S² is 2.0152. The value obtained for the largest force on an atom is 2.7 eV Å⁻¹. Its HOMO-LUMO gap (alpha / beta) is 0.289 / 0.295 Ha.

=====

4.
The following is a DFT calculation (the ωB97M-V functional and the def2-TZVPD basis) of an isolated molecule of C26H25N3O5S2 at a distorted geometry.

Last column: Mulliken charge in e.
Positions of all 61 atoms, in Å:
1 C 1.208 3.372 4.074  -0.64
2 O 1.037 4.121 2.894  -0.50
3 C 0.805 3.461 1.730  0.68
4 C 0.721 2.078 1.599  -0.05
5 C 0.459 1.515 0.364  0.37
6 C 0.299 2.308 -0.766  0.08
7 C 0.053 1.678 -2.057  -0.38
8 C 0.471 2.144 -3.271  -0.86
9 S 0.027 1.074 -4.539  -0.19
10 C -0.695 0.036 -3.313  0.15
11 N -1.384 -1.109 -3.654  0.08
12 C -0.955 -2.179 -4.389  0.45
13 O -1.714 -3.065 -4.700  -0.64
14 C 0.525 -2.201 -4.768  -0.61
15 O 1.382 -1.563 -3.855  -0.50
16 C 1.361 -1.966 -2.542  0.27
17 C 2.099 -1.189 -1.657  -0.74
18 C 2.078 -1.448 -0.302  -0.05
19 C 1.316 -2.500 0.210  -0.12
20 N 1.235 -2.763 1.583  -0.02
21 C 2.133 -2.069 2.476  -0.93
22 S -0.287 -3.086 2.260  1.26
23 O -0.898 -4.177 1.567  -0.70
24 O -0.081 -3.219 3.672  -0.71
25 C -1.204 -1.584 1.938  -0.07
26 C -1.781 -1.379 0.699  -0.43
27 C -2.427 -0.182 0.446  -0.41
28 C -2.505 0.806 1.423  0.99
29 C -3.156 2.119 1.123  -1.54
30 C -1.938 0.566 2.670  -0.48
31 C -1.280 -0.624 2.928  -0.64
32 C 0.638 -3.317 -0.692  -0.29
33 C 0.649 -3.052 -2.049  -0.27
34 N -0.611 0.488 -2.116  -0.09
35 C 0.397 3.694 -0.633  -0.84
36 C 0.639 4.262 0.597  -0.85
37 H 0.320 2.774 4.303  0.22
38 H 1.365 4.103 4.866  0.26
39 H 2.081 2.715 4.011  0.28
40 H 0.849 1.431 2.452  0.22
41 H 0.386 0.444 0.261  0.42
42 H 1.036 3.028 -3.487  0.50
43 H -2.298 -1.227 -3.231  0.24
44 H 0.657 -1.665 -5.714  0.36
45 H 0.805 -3.251 -4.926  0.37
46 H 2.674 -0.363 -2.046  0.36
47 H 2.657 -0.813 0.348  0.34
48 H 3.163 -2.256 2.174  0.43
49 H 1.967 -2.479 3.469  0.38
50 H 1.949 -0.988 2.500  0.14
51 H -1.720 -2.155 -0.046  0.50
52 H -2.866 -0.004 -0.523  0.26
53 H -3.972 1.997 0.415  0.41
54 H -3.538 2.584 2.029  0.43
55 H -2.421 2.792 0.679  0.20
56 H -2.012 1.319 3.441  0.36
57 H -0.836 -0.834 3.889  0.57
58 H 0.078 -4.158 -0.320  0.59
59 H 0.095 -3.704 -2.706  0.44
60 H 0.263 4.327 -1.497  0.46
61 H 0.705 5.332 0.714  0.47

The value obtained for the energy above the lowest of the compared OMol25 structures with the same formula, charge and spin is 0.0 kcal per mole. The calculation puts the HOMO energy at -8.08 eV. The value obtained for the lowest unoccupied orbital energy is 0.38 eV. The multiplicity is 1. As for the structure (SMILES): COc1ccc(-c2csc(NC(=O)COc3ccc(N(C)S(=O)(=O)c4ccc(C)cc4)cc3)n2)cc1. The value obtained for the largest force on an atom is 1.3 eV Å⁻¹. Its HOMO-LUMO gap is 0.311 Ha.

=====

Number 4 is which compound?
C26H25N3O5S2